{
  "formula": "C26H30N2O4",
  "method": "ωB97M-V/def2-TZVPD",
  "symbols": ["C", "H", "C", "H", "H", "C", "C", "H", "H", "H", "C", "H", "H", "O", "C", "C", "C", "C", "C", "C", "C", "H", "H", "H", "H", "H", "C", "C", "C", "C", "C", "C", "H", "H", "H", "H", "H", "C", "H", "C", "O", "O", "H", "O", "C", "N", "C", "C", "C", "N", "C", "H", "H", "H", "H", "C", "H", "H", "H", "H", "H", "H"],
  "positions_angstrom": [[-5.817, -0.367, 0.527], [-5.435, 0.363, -0.184], [-4.685, -0.907, 1.393], [-4.255, -0.085, 1.968], [-5.084, -1.631, 2.108], [-3.571, -1.572, 0.577], [-3.964, -2.978, 0.131], [-3.192, -3.408, -0.505], [-4.894, -2.956, -0.431], [-4.099, -3.626, 0.995], [-2.272, -1.636, 1.399], [-1.639, -2.451, 1.025], [-2.510, -1.843, 2.446], [-1.541, -0.427, 1.454], [-0.775, -0.029, 0.321], [-1.501, 0.993, -0.547], [-2.631, 1.640, -0.066], [-3.251, 2.622, -0.819], [-2.737, 2.983, -2.052], [-1.588, 2.368, -2.521], [-0.969, 1.382, -1.773], [-0.064, 0.920, -2.139], [-1.168, 2.658, -3.472], [-3.219, 3.750, -2.639], [-4.132, 3.113, -0.433], [-3.006, 1.379, 0.909], [-0.266, -1.225, -0.473], [0.760, -2.018, 0.032], [1.211, -3.122, -0.670], [0.632, -3.467, -1.878], [-0.417, -2.709, -2.368], [-0.865, -1.601, -1.671], [-1.690, -1.030, -2.068], [-0.893, -2.980, -3.299], [0.986, -4.327, -2.426], [2.017, -3.717, -0.265], [1.211, -1.784, 0.983], [0.437, 0.754, 0.941], [0.859, 0.180, 1.770], [-0.054, 2.105, 1.494], [-0.645, 2.216, 2.525], [0.254, 3.147, 0.723], [0.748, 2.852, -0.064], [1.410, 0.998, -0.064], [2.660, 0.550, 0.113], [3.477, 0.847, -0.886], [4.732, 0.430, -0.780], [5.160, -0.285, 0.334], [4.227, -0.537, 1.331], [2.973, -0.112, 1.213], [4.568, -1.293, 2.572], [5.426, -0.841, 3.065], [4.827, -2.321, 2.321], [3.719, -1.293, 3.249], [6.178, -0.626, 0.423], [5.654, 0.767, -1.905], [6.086, -0.141, -2.321], [6.468, 1.393, -1.544], [5.106, 1.297, -2.678], [-3.381, -0.964, -0.312], [-6.568, 0.118, 1.147], [-6.302, -1.166, -0.028]],
  "lowdin_charge": [-0.094, 0.064, -0.230, 0.104, 0.115, -0.359, -0.054, 0.072, 0.072, 0.085, -0.154, 0.118, 0.142, -0.054, -0.294, -0.163, -0.021, -0.059, -0.080, -0.065, -0.045, 0.123, 0.104, 0.101, 0.107, 0.115, -0.148, -0.027, -0.064, -0.082, -0.065, -0.031, 0.119, 0.106, 0.102, 0.104, 0.110, -0.119, 0.153, -0.474, 0.152, 0.145, 0.120, 0.019, -0.376, 0.203, -0.312, 0.019, -0.304, 0.178, -0.023, 0.084, 0.085, 0.080, 0.119, -0.028, 0.084, 0.085, 0.078, 0.123, 0.071, 0.065],
  "relative_energy_kcal_mol": 25.0,
  "smiles": "CC[C@H](C)COC(c1ccccc1)(c1ccccc1)[C@@H](Oc1nc(C)cc(C)n1)C(=O)O",
  "e_tot_ev": -38620.054,
  "e_homo_ev": -9.12,
  "homo_lumo_gap_ev": 9.723,
  "spin_multiplicity": 1
}

---

{
  "formula": "C26H30N2P2Ti",
  "method": "ωB97M-V/def2-TZVPD",
  "symbols": ["C", "C", "C", "C", "C", "C", "C", "C", "C", "C", "C", "C", "C", "H", "H", "H", "H", "H", "H", "H", "N", "Ti", "C", "H", "H", "C", "H", "H", "P", "P", "C", "H", "H", "H", "C", "H", "H", "H", "C", "H", "H", "H", "C", "H", "H", "H", "H", "H", "N", "C", "C", "C", "C", "C", "C", "C", "H", "H", "H", "H", "H"],
  "positions_angstrom": [[-1.958, -4.364, 0.055], [-1.063, -3.369, -0.351], [-1.567, -2.337, -1.168], [-2.942, -2.189, -1.385], [-3.819, -3.227, -1.023], [-3.318, -4.316, -0.305], [-3.282, -0.742, -1.788], [-2.451, -0.344, -2.963], [-1.077, -0.566, -2.771], [-0.115, 0.004, -3.595], [-0.552, 0.651, -4.772], [-1.920, 0.740, -5.075], [-2.872, 0.213, -4.176], [-1.596, -5.146, 0.740], [-4.885, -3.125, -1.197], [-3.996, -5.091, 0.109], [-4.298, -0.817, -2.156], [0.199, 1.159, -5.403], [-2.210, 1.344, -5.967], [-3.928, 0.385, -4.400], [-0.729, -1.255, -1.581], [-0.001, -0.274, -0.060], [0.275, -3.210, 0.255], [1.060, -2.988, -0.483], [0.537, -4.074, 0.846], [1.296, 0.060, -3.128], [1.743, -0.918, -3.027], [1.892, 0.682, -3.795], [0.318, -1.928, 1.539], [1.426, 0.880, -1.487], [1.063, 2.617, -1.860], [1.026, 3.200, -0.926], [1.849, 3.007, -2.506], [0.090, 2.735, -2.358], [3.145, 0.840, -1.030], [3.715, 1.341, -1.805], [3.260, 1.355, -0.070], [3.466, -0.198, -0.917], [-0.413, -2.611, 3.002], [0.185, -3.485, 3.261], [-0.384, -1.870, 3.804], [-1.449, -2.901, 2.819], [1.931, -1.275, 1.897], [1.884, -0.382, 2.536], [2.406, -2.094, 2.453], [2.504, -1.059, 0.993], [-3.140, -0.071, -0.980], [-1.014, -0.900, 1.296], [0.087, 1.431, 1.140], [0.594, 2.123, 1.945], [1.101, 2.892, 2.985], [1.949, 2.345, 3.978], [2.471, 3.178, 4.983], [2.170, 4.530, 5.022], [1.327, 5.078, 4.045], [0.790, 4.285, 3.038], [2.215, 1.286, 3.943], [3.146, 2.743, 5.728], [2.605, 5.154, 5.785], [1.101, 6.149, 4.051], [0.151, 4.721, 2.261]],
  "lowdin_spin": [0.000, 0.001, 0.005, 0.000, 0.000, -0.001, 0.002, 0.004, 0.005, 0.005, 0.000, 0.003, 0.000, 0.000, 0.000, 0.000, 0.000, 0.000, 0.000, 0.000, 0.007, 0.816, 0.003, 0.003, -0.001, 0.012, 0.001, 0.001, -0.005, 0.032, 0.002, 0.000, 0.000, 0.001, 0.002, 0.000, 0.000, 0.001, 0.001, 0.000, 0.000, 0.000, 0.010, 0.000, 0.001, 0.004, 0.002, -0.018, 0.004, 0.051, 0.002, 0.017, -0.002, 0.017, -0.003, 0.015, 0.001, 0.000, 0.001, 0.000, 0.001],
  "e_tot_ev": -72114.320,
  "e_homo_ev": [-9.17, -9.34],
  "homo_lumo_gap_ev": [6.118, 6.139],
  "spin_multiplicity": 2,
  "charge": 1
}

---

{
  "formula": "C26H30N4O",
  "method": "ωB97M-V/def2-TZVPD",
  "symbols": ["C", "N", "C", "O", "C", "C", "C", "C", "C", "C", "C", "C", "N", "C", "C", "C", "C", "C", "C", "C", "C", "C", "C", "C", "C", "H", "H", "H", "H", "H", "H", "H", "H", "H", "H", "H", "H", "H", "H", "H", "H", "H", "H", "H", "H", "H", "H", "H", "H", "H", "C", "C", "C", "N", "C", "N", "H", "H", "H", "H", "H"],
  "positions_angstrom": [[-3.492, -3.264, 1.214], [-2.876, -1.962, 1.012], [-3.112, -1.192, -0.091], [-3.830, -1.494, -1.039], [-2.259, 0.074, 0.076], [-3.085, 1.360, 0.129], [-3.851, 1.596, -1.159], [-5.243, 1.727, -1.122], [-5.955, 1.836, -2.317], [-5.273, 1.847, -3.539], [-3.878, 1.764, -3.566], [-3.161, 1.642, -2.374], [-1.524, -0.181, 1.307], [-0.716, 0.775, 1.871], [0.022, 0.637, 3.027], [1.130, 1.499, 3.434], [1.768, 1.184, 4.740], [2.846, 2.024, 5.054], [3.607, 1.820, 6.214], [3.392, 0.690, 7.009], [2.317, -0.156, 6.726], [1.448, 0.109, 5.652], [-1.861, -1.451, 1.923], [-2.484, -1.308, 3.312], [-0.695, -2.438, 2.008], [-4.212, -3.448, 0.406], [-2.715, -4.044, 1.219], [-4.003, -3.298, 2.188], [-1.587, 0.138, -0.797], [-3.797, 1.275, 0.967], [-2.413, 2.211, 0.341], [-5.748, 1.697, -0.151], [-7.040, 1.905, -2.282], [-5.828, 1.922, -4.472], [-3.332, 1.783, -4.506], [-2.071, 1.546, -2.364], [-0.581, 1.664, 1.220], [-0.182, -0.227, 3.700], [1.859, 1.898, 2.705], [3.134, 2.812, 4.333], [4.407, 2.548, 6.439], [4.031, 0.482, 7.848], [2.159, -1.062, 7.317], [0.601, -0.572, 5.493], [-3.436, -0.766, 3.242], [-2.643, -2.319, 3.710], [-1.817, -0.766, 3.978], [-0.420, -2.795, 1.007], [0.156, -1.956, 2.495], [-1.026, -3.299, 2.604], [0.828, 7.216, 2.314], [0.767, 5.848, 2.883], [0.925, 4.591, 2.250], [0.862, 3.577, 3.183], [0.674, 4.232, 4.346], [0.589, 5.620, 4.215], [0.951, 7.100, 1.249], [-0.098, 7.748, 2.533], [1.681, 7.759, 2.728], [1.123, 4.426, 1.211], [0.614, 3.682, 5.280]],
  "lowdin_charge": [-0.006, -0.034, -0.364, 0.084, -0.174, -0.085, -0.233, -0.039, -0.077, -0.087, -0.075, -0.042, 0.006, -0.016, -0.073, -0.015, -0.203, -0.049, -0.062, -0.079, -0.083, -0.008, -0.495, 0.002, 0.006, 0.100, 0.092, 0.092, 0.156, 0.130, 0.122, 0.114, 0.102, 0.100, 0.102, 0.113, 0.145, 0.065, 0.122, 0.128, 0.115, 0.099, 0.106, 0.100, 0.106, 0.087, 0.061, 0.103, 0.079, 0.086, -0.066, -0.407, -0.129, -0.016, -0.246, 0.062, 0.061, 0.072, 0.073, 0.076, 0.096],
  "relative_energy_kcal_mol": 113.6,
  "e_tot_ev": -35454.196,
  "e_homo_ev": -7.07,
  "homo_lumo_gap_ev": 6.161,
  "spin_multiplicity": 1
}

---

{
  "formula": "C26H30N4O4S",
  "method": "ωB97M-V/def2-TZVPD",
  "symbols": ["C", "H", "H", "H", "C", "N", "C", "O", "C", "N", "C", "O", "C", "H", "C", "C", "O", "N", "C", "N", "C", "C", "S", "H", "H", "H", "H", "H", "H", "C", "C", "C", "C", "C", "C", "C", "H", "H", "H", "H", "H", "H", "H", "C", "C", "C", "C", "C", "C", "H", "H", "O", "H", "H", "H", "H", "H", "C", "H", "H", "H", "C", "H", "H", "H"],
  "positions_angstrom": [[-0.602, -5.251, -0.469], [-0.194, -6.089, -1.028], [-0.596, -5.498, 0.591], [-1.628, -5.082, -0.782], [0.232, -3.994, -0.723], [-0.324, -2.878, 0.046], [-1.557, -2.371, -0.103], [-2.432, -2.853, -0.796], [-1.695, -1.042, 0.671], [-0.997, -0.037, -0.146], [0.274, 0.267, 0.185], [0.817, -0.212, 1.172], [1.005, 1.248, -0.717], [0.871, 0.961, -1.759], [2.490, 1.220, -0.368], [3.054, -0.142, -0.677], [2.461, -0.997, -1.298], [4.324, -0.419, -0.230], [5.263, 0.307, 0.447], [6.384, -0.230, 0.793], [7.192, 0.649, 1.430], [6.694, 1.900, 1.577], [5.116, 2.003, 0.886], [7.137, 2.756, 2.041], [8.153, 0.311, 1.770], [4.638, -1.365, -0.429], [3.037, 1.979, -0.930], [2.612, 1.416, 0.699], [0.595, 2.248, -0.575], [-1.620, 0.364, -1.391], [-1.867, 1.847, -1.499], [-1.666, 2.505, -2.706], [-1.913, 3.862, -2.818], [-2.359, 4.579, -1.721], [-2.564, 3.930, -0.515], [-2.321, 2.573, -0.404], [-2.487, 2.069, 0.536], [-2.916, 4.482, 0.344], [-2.549, 5.638, -1.807], [-1.754, 4.360, -3.763], [-1.317, 1.949, -3.565], [-2.582, -0.153, -1.446], [-1.018, 0.020, -2.241], [-3.078, -0.575, 1.044], [-4.221, -0.879, 0.317], [-5.452, -0.370, 0.694], [-5.562, 0.460, 1.801], [-4.423, 0.762, 2.542], [-3.202, 0.246, 2.164], [-2.323, 0.484, 2.746], [-4.518, 1.399, 3.408], [-6.750, 0.989, 2.199], [-7.453, 0.690, 1.610], [-6.335, -0.620, 0.121], [-4.162, -1.545, -0.529], [-1.107, -1.123, 1.592], [0.350, -2.331, 0.563], [1.667, -4.189, -0.240], [2.130, -5.020, -0.766], [2.244, -3.288, -0.439], [1.688, -4.398, 0.827], [0.230, -3.629, -2.210], [0.647, -4.442, -2.798], [0.830, -2.736, -2.367], [-0.788, -3.443, -2.544]],
  "lowdin_charge": [-0.033, 0.083, 0.085, 0.073, -0.577, 0.144, -0.411, 0.062, -0.132, 0.016, -0.430, 0.052, -0.069, 0.121, -0.143, -0.448, 0.078, 0.129, -0.586, 0.043, -0.251, -0.402, 1.055, 0.056, 0.103, 0.164, 0.114, 0.089, 0.132, -0.086, -0.214, -0.048, -0.084, -0.092, -0.072, -0.025, 0.098, 0.104, 0.100, 0.102, 0.113, 0.128, 0.135, -0.177, -0.024, -0.006, -0.320, -0.009, -0.041, 0.124, 0.117, 0.055, 0.106, 0.115, 0.105, 0.147, 0.122, -0.033, 0.088, 0.060, 0.088, -0.025, 0.085, 0.070, 0.077],
  "relative_energy_kcal_mol": 17.6,
  "smiles": "CC(C)(C)NC(=O)[C@H](c1ccc(O)cc1)N(Cc1ccccc1)C(=O)CCC(=O)Nc1nccs1",
  "e_tot_ev": -52436.914,
  "e_homo_ev": -8.61,
  "homo_lumo_gap_ev": 9.056,
  "spin_multiplicity": 1
}